Entry from the Open Molecules 2025 dataset: 2 unconnected molecules or ions with the total composition C8H12N4 (the ωB97M-V functional and the def2-TZVPD basis).

Summary:
SMILES: Cc1c[nH]cn1.Cc1c[nH]cn1
E: -14451.14907 eV
largest force on an atom: 0.023 hartree/bohr
E_LUMO: 0.70 eV
net charge: 0
energy above the lowest of the compared OMol25 structures with the same formula, charge and spin: 38.9 kJ/mol
Kohn-Sham gap: 8.96 eV

Each line ends with the Mulliken charge.
CARTESIAN COORDINATES (ANGSTROEM)
1 C 0.89011 -0.19405 -3.96738  -1.0601
2 C 1.46223 0.25740 -2.67205  0.6608
3 C 1.25395 -0.29312 -1.44525  -0.5854
4 N 1.99845 0.44781 -0.56866  -0.0284
5 C 2.60389 1.41765 -1.28748  -0.2278
6 N 2.31472 1.32971 -2.54864  -0.6483
7 H 1.65084 -0.76688 -4.51130  0.2523
8 H 0.52826 0.61364 -4.59034  0.3079
9 H 0.10505 -0.93654 -3.80550  0.2811
10 H 0.49235 -0.97535 -1.08964  0.4205
11 H 1.97782 0.35558 0.43582  0.2075
12 H 3.21913 2.19818 -0.87870  0.4159
13 C -0.39553 -0.72777 3.70935  -1.1434
14 C -1.23107 -0.41420 2.50202  0.6005
15 C -2.48632 0.12066 2.46184  -0.6019
16 N -2.79551 0.24867 1.13615  -0.0571
17 C -1.74447 -0.25552 0.43572  -0.2290
18 N -0.78433 -0.64989 1.21894  -0.4223
19 H -0.97134 -1.28929 4.44331  0.3265
20 H -0.09179 0.20453 4.19424  0.2819
21 H 0.52479 -1.22616 3.40277  0.2948
22 H -3.02914 0.42064 3.34156  0.3821
23 H -3.69627 0.43282 0.72839  0.2238
24 H -1.79578 -0.31851 -0.64516  0.3483

Forces on the atoms, in the same order (eV/Å):
C 0.393 -0.870 -0.054
C -0.136 0.128 0.109
C -0.784 -0.108 0.192
N -0.032 0.132 0.639
C 0.158 0.197 0.155
N -0.024 -0.024 -0.924
H 0.012 0.347 -0.191
H -0.031 0.164 -0.055
H -0.202 0.272 0.099
H 0.495 -0.194 -0.074
H -0.037 -0.018 -0.195
H 0.144 -0.079 0.287
C -0.048 0.675 -0.247
C 0.106 -0.179 -0.107
C 0.809 -0.185 0.809
N -0.314 -0.212 -0.278
C -0.578 0.153 -0.321
N 0.410 -0.056 0.132
H 0.222 -0.248 -0.036
H 0.009 -0.039 0.041
H -0.243 -0.257 0.129
H -0.589 0.183 -0.435
H 0.032 0.193 0.150
H 0.229 0.025 0.175